ORCA calculation (wB97M-V/def2-TZVPD) on a structure of composition C29H41Br36F9I2N3O7P2S3 in a non-equilibrium geometry.

* E: -97855.976229 hartree
* LUMO level: -3.58 eV
* net charge: +1
* HOMO-LUMO gap: 6.86 eV

Structure (XYZ):
```
132
Properties=species:S:1:pos:R:3:forces:R:3:mulliken_charge:R:1
C -5.25495 3.58314 -5.22717 0.71 0.19 0.57 -0.902
C -4.18224 4.68343 -5.25040 -1.06 -0.75 -0.25 -0.273
O -4.02955 5.19744 -3.93499 0.27 -0.04 -0.33 -0.373
C -2.71470 5.27718 -3.46551 0.19 -0.22 1.08 -0.902
C -2.74757 4.66419 -2.06967 -0.78 0.76 0.05 0.130
O -1.52890 4.91018 -1.34791 -0.68 -0.75 -0.31 -0.009
C -0.87970 3.81788 -0.85703 2.83 1.19 -0.59 -0.401
P 0.90778 4.53629 -0.54337 -1.52 1.59 1.00 -0.032
S 0.84628 5.71656 1.01724 -1.19 -0.54 0.08 -0.363
C -0.57125 2.61681 -1.71597 -0.88 -0.91 0.28 1.416
C 0.20674 2.83042 -3.00259 -0.64 0.78 0.09 -1.715
O -0.18265 1.86548 -3.95704 0.57 -0.67 0.06 -0.273
O -1.27216 2.37851 -4.69668 -0.20 0.47 -0.36 -0.276
N 0.02270 1.73444 -0.65681 -0.73 -0.26 -0.21 1.358
C -0.28581 0.35756 -0.89788 0.55 -0.16 0.50 -1.181
I -2.21560 -0.34910 -0.34712 0.14 0.20 -0.10 0.254
C 0.56073 -0.47184 -1.47760 0.44 -0.26 -0.42 0.617
C 0.32322 -1.91661 -1.75325 0.67 -0.03 -0.02 -1.298
I 2.44084 0.20205 -2.15209 -0.14 -0.10 0.04 0.159
C -0.39820 2.23220 0.56681 -1.08 0.46 -0.23 -2.369
N -0.02954 1.82165 1.75630 0.33 -1.72 -0.29 1.170
S -0.63412 2.57980 3.19947 -0.03 0.69 0.13 -0.086
P 1.13583 0.54523 2.02902 0.53 -0.29 2.63 0.458
O 1.58488 0.66303 3.39265 -0.04 0.34 1.19 -0.752
O 2.28519 0.81805 1.03280 0.14 -0.91 -1.37 0.092
O 0.44753 -0.85838 1.80657 -0.28 0.56 -1.07 0.021
N -1.22100 3.30122 0.45234 -0.45 -0.13 -0.27 0.932
C -2.67418 3.10781 0.77363 0.57 0.63 -0.15 -0.692
C -3.21148 4.40692 1.31706 -0.67 -0.18 0.90 -0.353
C -4.75002 4.46840 1.50097 0.60 0.18 -0.75 -1.318
C -5.56335 3.44425 0.71059 -1.22 0.29 0.33 -1.167
C -5.91441 2.17963 1.48271 1.31 0.90 0.24 1.080
F -4.95631 2.03001 2.45265 0.12 -0.30 0.37 -0.395
F -5.82295 1.06910 0.73845 -0.35 -0.39 -0.34 -0.306
C -7.24336 2.27672 2.27139 -0.06 -0.60 0.24 0.353
F -7.36624 3.49379 2.79089 0.08 0.54 -0.19 -0.271
F -7.17988 1.44540 3.30986 -0.07 -0.57 -0.04 -0.283
S -8.80631 1.84794 1.29448 -0.93 0.72 0.88 1.436
F -8.35773 0.35340 1.22442 0.53 -0.51 -0.21 -0.286
F -8.11507 2.19866 -0.07955 0.44 -0.23 -0.44 -0.307
F -9.32541 3.33507 1.37475 0.06 0.48 -0.22 -0.304
F -9.55492 1.57404 2.65241 -0.11 -0.27 0.37 -0.309
F -10.10432 1.46122 0.52034 -0.32 -0.11 -0.35 -0.285
H -6.24800 3.96453 -5.40848 -0.25 -0.05 -0.21 0.326
H -4.97498 2.77129 -5.88693 -0.29 -0.05 -0.43 0.288
H -5.23305 3.17089 -4.22296 -0.16 -0.19 0.22 0.168
H -4.51295 5.46284 -5.92586 0.23 0.40 -0.11 0.375
H -3.27594 4.23220 -5.64298 0.45 0.24 0.16 0.256
H -2.40163 6.30734 -3.32417 0.23 0.29 -0.36 0.283
H -1.99921 4.71722 -4.05745 0.07 0.14 -0.49 0.423
H -3.05624 3.62308 -2.10226 0.31 -0.31 -0.04 0.095
H -3.53842 5.19278 -1.54485 -0.17 0.01 0.26 0.434
H 1.19730 5.34776 -1.64932 0.01 -0.71 -0.49 0.212
H 1.79453 3.45575 -0.44669 -0.25 -0.20 -0.41 -0.123
H -1.46968 2.08560 -2.04858 -0.34 0.09 0.10 0.128
H 1.28120 2.86740 -2.88615 0.23 -0.42 -0.08 0.409
H -0.10524 3.79478 -3.39449 0.08 0.31 -0.03 0.414
H -2.07555 2.07903 -4.24289 0.10 -0.29 0.20 0.156
H -0.18729 -2.06382 -2.69781 -0.38 0.01 -0.12 0.228
H 1.29288 -2.38452 -1.86553 0.16 -0.25 -0.05 0.532
H -0.15897 -2.43217 -0.93041 -0.38 0.20 -0.02 0.195
H -1.13217 1.48085 3.79299 0.14 -0.17 -0.25 0.193
H 2.82200 -0.00677 0.96395 0.16 0.67 -0.28 0.143
H -0.51664 -0.78556 1.88346 -0.10 -0.51 -0.06 0.199
H -2.74454 2.29506 1.47809 -0.13 -0.13 0.28 0.977
H -3.14356 2.77198 -0.14339 -0.20 -0.06 -0.15 -0.119
H -2.76732 4.52063 2.29901 0.23 0.12 0.19 0.462
H -2.87100 5.26651 0.75907 0.18 0.00 -0.44 0.140
H -5.06664 5.43660 1.13507 -0.08 0.28 -0.05 0.485
H -4.99807 4.47292 2.54925 -0.18 -0.26 0.28 0.431
H -6.51676 3.91647 0.50064 -0.15 0.13 -0.30 0.712
H -5.15163 3.19450 -0.25597 0.21 -0.20 -0.18 0.534
C 0.14590 -4.71080 2.29912 0.08 0.10 0.11 0.430
Br 1.87977 -4.05690 2.81048 -0.08 0.03 -0.06 -0.016
Br -1.28633 -3.75293 3.17273 0.12 0.03 -0.11 -0.027
Br -0.07161 -4.74181 0.38093 -0.05 -0.15 0.22 0.055
H 0.08325 -5.73457 2.63821 -0.04 -0.03 -0.01 -0.408
C 0.29822 -9.23834 3.60417 0.06 -0.02 0.02 -0.327
Br 0.62924 -8.11042 5.12936 0.03 0.01 -0.05 -0.056
Br -0.56201 -8.25928 2.18601 0.03 -0.12 -0.08 0.008
Br 1.89954 -10.10823 2.99668 -0.03 0.05 0.02 -0.032
H -0.38847 -10.01088 3.91742 -0.05 0.00 0.01 0.364
C 6.62501 -0.99048 0.73744 0.09 -0.05 -0.09 -0.228
Br 5.18038 -2.27288 0.58346 -0.02 0.21 0.01 0.045
Br 6.38215 0.53959 -0.40924 -0.50 -0.04 0.24 0.176
Br 6.91730 -0.46360 2.55762 -0.07 0.00 -0.02 0.005
H 7.51831 -1.50055 0.39887 -0.01 -0.05 0.00 0.149
C -4.58147 -7.06744 3.92856 -0.01 -0.04 0.05 -0.224
Br -6.01072 -8.34272 3.80080 0.13 -0.14 -0.20 -0.012
Br -3.13998 -7.72018 5.02311 -0.03 0.04 0.00 0.016
Br -3.95399 -6.51634 2.19084 -0.09 0.01 -0.01 -0.020
H -4.97892 -6.19004 4.41916 -0.03 0.02 0.00 0.252
C 5.37140 5.27876 0.34908 0.15 -0.31 -0.56 -0.483
Br 6.26603 4.28194 -1.06057 -0.12 0.09 0.16 -0.069
Br 3.41634 5.30454 0.16344 2.91 0.63 0.91 0.134
Br 5.88267 4.65744 2.08991 -0.09 -0.03 -0.10 -0.027
H 5.70726 6.30239 0.25985 -0.04 0.03 -0.01 0.361
C 8.38839 -5.37225 0.73885 -0.03 -0.01 0.05 0.093
Br 6.64438 -6.14318 0.47355 0.05 0.04 0.02 -0.005
Br 8.95593 -4.34446 -0.78846 -0.04 0.04 0.05 -0.023
Br 8.47976 -4.33841 2.36111 -0.04 -0.02 -0.11 0.032
H 9.08235 -6.19395 0.84598 0.03 0.00 -0.01 -0.129
C 1.46301 8.86141 -2.57872 0.07 0.13 0.00 -0.414
Br 1.10029 10.73953 -2.41149 0.00 -0.06 0.03 -0.026
Br 3.19683 8.40870 -1.84763 -0.34 0.03 -0.10 -0.028
Br 0.03094 7.79922 -1.82338 0.19 0.22 -0.12 0.026
H 1.49888 8.63595 -3.63360 0.01 -0.03 -0.02 0.435
C 11.38770 -7.74863 2.78297 -0.05 0.09 0.12 0.224
Br 9.64036 -8.51743 2.51883 0.05 0.08 -0.04 -0.009
Br 11.96293 -6.72611 1.24930 -0.10 -0.03 0.10 0.011
Br 11.47803 -6.71630 4.40453 -0.04 -0.01 -0.10 -0.010
H 12.08094 -8.57011 2.89146 -0.10 0.09 -0.06 -0.219
C 9.38558 0.92410 -3.48490 0.03 -0.04 0.00 -0.348
Br 9.56960 0.27955 -1.67991 0.35 0.03 -0.16 -0.033
Br 8.18967 2.43653 -3.60179 0.04 -0.08 0.04 -0.035
Br 11.09120 1.31454 -4.27630 -0.05 0.02 0.03 -0.022
H 8.94100 0.12732 -4.06152 -0.04 -0.01 -0.01 0.381
C -9.07899 -5.73787 4.55807 0.00 -0.05 -0.06 -0.261
Br -9.69463 -3.91704 4.57041 0.00 0.01 0.01 -0.008
Br -7.72329 -6.03601 5.89036 -0.08 0.18 0.20 -0.028
Br -10.52877 -6.98583 4.73701 0.03 0.03 0.01 0.005
H -8.62207 -5.91485 3.59541 0.02 -0.02 -0.02 0.293
C -4.79652 -1.63206 -3.85915 -0.08 -0.04 0.12 -0.397
Br -5.83677 -0.93815 -2.39354 0.11 0.05 -0.02 0.009
Br -3.44506 -0.38676 -4.45309 0.06 -0.01 0.00 0.053
Br -4.03439 -3.34463 -3.44029 0.03 0.08 0.02 0.003
H -5.47374 -1.77459 -4.68805 0.00 0.02 -0.04 0.398
C 13.95206 -10.08174 0.01939 -0.04 0.01 -0.09 -0.327
Br 12.18712 -10.25984 -0.72470 0.03 -0.02 0.04 0.008
Br 13.90159 -10.00680 1.94495 0.24 -0.22 -0.03 -0.005
Br 15.13512 -11.46195 -0.59972 -0.04 0.02 0.04 -0.029
H 14.35098 -9.13851 -0.32284 0.00 0.04 0.02 0.368
```
Positions in Å, forces in eV/Å.